Here is a molecular structure, C31H79N6O14V at a distorted geometry from OMol25. Energies are from ωB97M-V with the def2-TZVPD basis set.

Last column: Löwdin charge in e.
Geometry (Å):
O: 2.967 -3.333 -1.075  -0.34
V: 2.137 -3.041 0.279  0.91
O: 1.771 -4.406 0.996  -0.31
O: -0.803 -0.670 -1.141  0.13
C: 0.241 -1.372 -0.675  -0.74
O: 1.219 -0.794 -0.139  -0.05
O: 0.226 -2.626 -0.757  -0.03
H: -0.453 0.232 -1.068  0.10
C: -1.661 2.095 0.547  -0.11
O: -1.897 2.978 1.618  -0.18
C: -1.282 2.579 2.812  -0.24
C: -1.568 3.619 3.887  -0.22
N: -2.992 3.824 4.120  -0.06
C: -3.208 4.817 5.165  -0.22
C: -4.660 5.258 5.183  -0.25
O: -4.853 6.099 6.292  -0.19
C: -6.091 6.765 6.270  -0.12
H: -2.357 2.369 -0.246  0.10
H: -1.919 1.068 0.834  0.09
H: -0.624 2.145 0.193  0.08
H: -0.188 2.638 2.696  0.11
H: -1.569 1.583 3.164  0.12
H: -1.070 4.553 3.585  0.12
H: -1.119 3.263 4.817  0.12
H: -3.406 4.160 3.257  0.11
H: -2.573 5.703 5.003  0.12
H: -2.965 4.420 6.152  0.12
H: -5.281 4.355 5.288  0.13
H: -4.944 5.738 4.236  0.12
H: -6.184 7.335 7.191  0.09
H: -6.926 6.059 6.184  0.09
H: -6.152 7.461 5.423  0.09
C: -1.195 -4.068 -4.087  -0.09
O: -2.515 -3.731 -3.677  -0.20
C: -2.576 -2.546 -2.892  -0.24
C: -3.998 -2.053 -2.936  -0.22
N: -4.299 -1.472 -4.238  -0.04
C: -5.704 -1.122 -4.354  -0.23
C: -6.004 -0.127 -5.450  -0.24
O: -5.828 -0.748 -6.710  -0.19
C: -6.076 0.149 -7.763  -0.13
H: -1.187 -5.151 -4.216  0.09
H: -0.477 -3.855 -3.291  0.08
H: -0.965 -3.564 -5.026  0.09
H: -1.894 -1.787 -3.291  0.12
H: -2.230 -2.767 -1.877  0.11
H: -4.112 -1.267 -2.181  0.12
H: -4.663 -2.870 -2.622  0.12
H: -4.081 -2.169 -4.943  0.11
H: -6.054 -0.683 -3.412  0.12
H: -6.373 -1.990 -4.478  0.13
H: -5.321 0.727 -5.361  0.13
H: -7.048 0.189 -5.334  0.12
H: -5.246 0.861 -7.877  0.09
H: -6.985 0.739 -7.599  0.08
H: -6.158 -0.398 -8.701  0.08
C: 9.505 0.669 -2.204  -0.12
O: 8.362 0.247 -2.895  -0.17
C: 7.209 0.931 -2.513  -0.25
C: 6.000 0.225 -3.107  -0.20
N: 4.744 0.863 -2.700  -0.07
C: 3.629 0.251 -3.435  -0.19
C: 2.320 0.939 -3.115  -0.23
O: 2.359 2.277 -3.579  -0.18
C: 1.288 3.028 -3.072  -0.11
H: 10.350 0.027 -2.441  0.09
H: 9.352 0.637 -1.117  0.09
H: 9.787 1.701 -2.454  0.09
H: 7.220 1.962 -2.899  0.13
H: 7.061 0.975 -1.423  0.12
H: 5.993 -0.840 -2.870  0.13
H: 6.108 0.282 -4.202  0.12
H: 4.796 1.840 -2.979  0.11
H: 3.569 -0.789 -3.108  0.13
H: 3.739 0.290 -4.527  0.13
H: 2.088 0.910 -2.043  0.09
H: 1.512 0.411 -3.643  0.13
H: 0.330 2.624 -3.419  0.09
H: 1.347 4.052 -3.444  0.09
H: 1.332 3.122 -1.980  0.07
C: -5.265 -6.343 1.540  -0.07
C: -4.714 -5.226 2.412  -0.43
C: -3.547 -4.519 1.766  -0.22
O: -2.373 -5.289 1.987  -0.19
C: -1.450 -5.297 0.913  -0.10
N: -5.756 -4.206 2.715  0.02
H: -4.449 -6.972 1.162  0.08
H: -5.803 -5.995 0.657  0.08
H: -5.918 -7.006 2.110  0.07
H: -4.393 -5.613 3.378  0.14
H: -3.380 -3.531 2.217  0.12
H: -3.701 -4.352 0.692  0.12
H: -0.797 -6.141 1.104  0.09
H: -0.953 -4.328 0.806  0.05
H: -1.946 -5.417 -0.063  0.09
H: -6.614 -4.690 2.955  0.06
H: -5.961 -3.678 1.872  0.06
C: 2.734 2.122 1.927  -0.05
C: 3.395 2.065 0.563  -0.41
C: 4.685 2.854 0.517  -0.22
O: 4.414 4.227 0.701  -0.18
C: 5.597 4.996 0.717  -0.11
N: 3.701 0.659 0.213  0.04
H: 1.801 1.565 1.943  0.06
H: 2.555 3.173 2.180  0.08
H: 3.459 1.825 2.692  0.08
H: 2.725 2.454 -0.217  0.13
H: 5.205 2.692 -0.434  0.11
H: 5.328 2.495 1.336  0.13
H: 6.327 4.534 1.391  0.09
H: 5.363 5.980 1.124  0.09
H: 6.004 5.122 -0.290  0.09
H: 2.792 0.200 0.163  0.02
H: 3.959 0.629 -0.783  0.05
C: 4.758 -1.668 3.632  -0.04
C: 3.594 -2.249 2.832  -0.38
C: 2.286 -1.639 3.264  -0.17
O: 1.280 -2.139 2.390  -0.27
C: -0.028 -1.884 2.854  -0.06
N: 3.765 -2.001 1.379  0.03
H: 4.657 -1.858 4.701  0.09
H: 4.809 -0.583 3.504  0.08
H: 5.710 -2.064 3.275  0.08
H: 3.579 -3.334 2.941  0.15
H: 2.282 -0.548 3.157  0.13
H: 2.095 -1.909 4.307  0.14
H: -0.218 -2.387 3.809  0.10
H: -0.723 -2.329 2.143  0.09
H: -0.219 -0.816 2.994  0.09
H: 4.664 -2.391 1.106  0.12
H: 3.852 -0.991 1.142  0.07

Forces on the atoms, in the same order (eV/Å):
O -0.7 0.2 1.8
V -0.6 0.6 -1.9
O 0.7 0.4 -0.5
O 0.8 0.2 0.1
C 0.7 -1.0 0.4
O 0.0 0.3 0.0
O 0.2 -0.4 0.5
H -0.5 0.2 -0.1
C -0.6 -0.1 0.2
O -0.2 -0.1 -0.1
C 0.8 0.9 0.7
C -0.4 -0.2 -0.3
N 0.2 -0.1 0.2
C -0.1 0.5 -0.4
C 0.0 -0.7 0.2
O 0.1 0.3 0.0
C -0.1 0.0 -0.2
H 0.2 0.1 -0.1
H 0.2 0.0 0.0
H 0.0 0.0 0.0
H 0.0 -0.5 -0.1
H -0.2 -0.1 -0.3
H 0.1 0.0 0.1
H 0.1 0.1 0.0
H 0.0 -0.1 0.0
H 0.0 0.0 0.1
H 0.1 -0.2 -0.1
H -0.1 0.1 -0.1
H 0.1 0.2 0.0
H 0.0 -0.1 0.1
H 0.0 0.0 0.1
H 0.0 0.0 0.0
C -0.5 -0.4 0.5
O 0.1 0.1 -0.1
C 0.2 -0.3 -0.2
C 0.3 0.4 0.4
N -0.3 -0.3 0.1
C -0.5 0.0 0.2
C 0.2 -0.4 0.1
O -0.2 0.0 0.0
C 0.4 0.4 -0.2
H 0.0 0.1 -0.3
H 0.1 0.3 -0.2
H 0.3 0.1 0.0
H -0.1 0.1 -0.1
H -0.2 0.0 0.1
H 0.0 0.0 0.0
H -0.1 -0.1 -0.2
H 0.1 0.1 -0.1
H 0.3 0.2 0.0
H 0.2 -0.1 -0.2
H -0.1 0.1 0.0
H 0.0 0.2 -0.1
H 0.0 0.0 0.1
H -0.1 -0.1 0.0
H -0.1 -0.2 0.1
C 0.3 0.4 0.4
O 0.2 -0.4 0.0
C -0.9 0.1 0.1
C 0.2 0.3 -0.8
N 0.1 -0.2 -0.5
C -0.3 0.4 0.5
C -0.3 -0.2 -0.3
O 0.4 0.1 0.2
C -0.2 0.6 -0.2
H -0.2 -0.1 -0.2
H -0.1 -0.1 0.0
H -0.1 0.0 -0.1
H 0.1 0.1 0.1
H 0.4 0.0 0.0
H 0.0 0.1 0.3
H 0.0 -0.1 0.0
H -0.1 0.0 0.1
H -0.1 -0.1 -0.2
H 0.3 -0.1 0.0
H 0.1 0.0 0.0
H 0.0 -0.1 0.1
H -0.1 -0.1 0.3
H 0.2 -0.1 -0.2
H -0.2 -0.3 0.0
C 0.6 -0.8 -0.1
C -1.1 0.8 -0.1
C 1.0 0.2 0.2
O -0.4 -0.3 -0.3
C -0.6 0.4 -0.3
N 0.3 -0.2 0.0
H 0.0 0.0 0.1
H 0.0 0.3 0.1
H -0.1 0.1 0.0
H 0.2 -0.1 -0.1
H -0.3 0.0 0.1
H -0.1 -0.2 0.0
H 0.4 0.3 -0.1
H 0.5 -0.2 0.3
H -0.2 -0.4 0.2
H 0.0 0.1 0.0
H 0.0 0.0 0.0
C 0.5 1.1 -0.1
C 0.0 -0.6 -0.5
C 0.1 0.1 0.3
O -0.1 0.1 0.0
C -0.2 0.0 0.3
N -0.5 0.1 -0.2
H 0.0 -0.2 0.2
H -0.4 -0.1 -0.2
H -0.2 -0.6 0.0
H -0.1 0.3 0.2
H 0.0 -0.1 0.0
H 0.1 0.0 -0.1
H 0.2 0.0 -0.2
H -0.1 0.0 -0.1
H 0.2 -0.1 0.0
H 0.0 0.1 0.2
H 0.6 0.1 0.3
C 0.0 0.3 -0.1
C 0.7 0.5 -0.1
C -0.3 -0.1 -0.4
O 0.2 0.0 0.4
C -0.4 -0.4 0.2
N -0.3 -0.8 -0.2
H 0.0 -0.2 0.0
H -0.1 0.0 0.0
H 0.0 -0.2 0.1
H -0.2 0.0 0.2
H 0.3 0.0 0.2
H -0.2 0.0 0.0
H 0.2 0.0 0.0
H 0.0 0.2 -0.1
H 0.1 0.0 -0.2
H -0.1 -0.2 -0.2
H -0.1 -0.1 0.1

Computed properties:
- Multiplicity: 1
- E: -96719.289 eV
- Energy relative to the best compared isomer or geometry (same formula, charge and spin): 0.0000 eV
- HOMO-LUMO gap: 8.81 eV